{
  "formula": "C44H39Br4N5O4RbSSbSe",
  "method": "ωB97M-V/def2-TZVPD",
  "fmax_ha_per_bohr": 0.0260,
  "total_charge": -2,
  "gap_ev": 6.169,
  "e_tot_ev": -425451.423,
  "species": ["H", "C", "H", "H", "C", "C", "C", "H", "Rb", "O", "C", "H", "C", "C", "C", "H", "C", "C", "H", "H", "H", "C", "H", "H", "C", "H", "C", "C", "C", "C", "H", "C", "H", "H", "H", "H", "N", "O", "H", "C", "C", "C", "H", "C", "C", "C", "O", "H", "O", "H", "C", "N", "C", "N", "C", "Br", "C", "C", "H", "C", "C", "C", "H", "H", "Br", "C", "Br", "H", "S", "C", "Se", "C", "H", "N", "C", "H", "H", "H", "Sb", "C", "H", "H", "H", "H", "H", "H", "C", "C", "H", "H", "C", "Br", "C", "C", "C", "H", "C", "H", "C", "N"],
  "positions_angstrom": [[1.455, 4.605, -4.700], [0.183, 0.373, -3.232], [2.343, -2.773, 3.991], [-2.685, 2.786, -3.906], [-3.734, -1.687, -2.641], [-1.266, -4.546, 0.658], [-2.752, 4.802, 1.834], [-4.467, 2.151, -0.365], [-0.749, -1.599, 1.454], [-2.996, -1.492, 2.948], [-4.745, 3.896, 0.846], [0.336, -0.133, -2.273], [0.210, 1.877, -3.080], [2.948, 2.546, -0.530], [0.915, 4.032, -3.955], [6.582, -3.865, -0.542], [-2.916, -0.958, -1.791], [-0.434, 3.917, -1.972], [-5.820, 3.911, 0.709], [6.375, 0.386, 0.088], [2.827, 3.559, -0.156], [6.077, -0.624, 0.349], [7.315, -1.587, -1.106], [-0.785, 0.041, -3.620], [6.593, -1.732, -0.310], [1.419, 2.140, -4.830], [4.725, -2.148, 1.662], [-4.378, 0.361, -3.712], [0.890, 2.645, -4.027], [-2.591, 2.890, 0.374], [-2.337, -1.496, -1.050], [2.271, -2.064, -0.365], [-0.125, 4.674, 1.954], [4.424, 0.844, -3.079], [-5.137, -1.571, -4.266], [-4.954, 0.883, -4.473], [1.972, -3.273, 0.017], [-2.959, -0.033, 1.251], [0.964, 0.030, -3.911], [5.226, -3.255, 0.999], [-0.487, 3.748, 1.502], [-2.819, 0.438, -1.872], [-3.504, 0.572, 4.350], [6.176, -3.026, 0.013], [-1.972, 3.825, 1.214], [-2.874, 0.816, 3.491], [0.087, -3.728, 2.418], [0.253, 5.757, -2.852], [-0.687, -3.709, -0.244], [-1.343, 1.617, 4.611], [5.145, -0.861, 1.346], [-1.443, 0.968, 3.845], [3.844, 1.029, -2.179], [1.930, -0.934, 0.249], [-2.976, -0.335, 2.483], [-2.716, -5.381, -1.588], [-2.896, -6.308, 1.140], [-2.492, -6.306, 2.470], [2.337, -3.996, -0.590], [3.233, -0.023, -1.513], [-2.257, -5.419, 0.255], [-3.445, 2.593, -3.143], [3.690, -3.894, 3.642], [-0.287, 2.921, 2.194], [-4.232, -7.498, 0.518], [-1.486, -5.440, 2.896], [-3.308, -7.492, 3.707], [-3.227, 1.740, 3.030], [3.240, -1.724, -1.895], [-3.977, 2.919, 0.224], [2.748, -0.059, 4.491], [3.681, -0.739, 3.074], [-0.966, 4.433, -1.178], [3.810, -2.037, 2.704], [-3.546, 1.107, -2.873], [2.409, -3.579, 2.431], [-2.273, 5.528, 2.483], [-3.784, -2.765, -2.549], [-1.411, 1.294, -0.463], [3.014, -3.143, 3.225], [4.869, -4.251, 1.229], [-4.399, 2.977, -3.514], [4.450, 0.978, 2.210], [0.229, -3.466, 0.094], [1.751, 1.658, 1.044], [4.157, 3.161, -2.201], [2.465, 0.185, -0.342], [-0.824, -4.516, 2.035], [0.094, 3.566, 0.592], [-3.166, 3.159, -2.262], [0.247, 4.674, -2.921], [-0.904, -5.389, 4.697], [-4.127, 4.849, 1.647], [2.334, 1.492, 0.141], [-0.466, 2.520, -2.028], [-4.714, 5.618, 2.135], [3.701, 2.326, -1.682], [-1.101, 0.078, 4.191], [-4.480, -1.019, -3.602], [4.477, -0.024, 2.231]],
  "mulliken_charge": [0.33, -1.57, 0.35, 0.29, -0.50, 1.02, -0.82, 0.51, 1.46, -0.76, -0.83, -0.02, 0.59, -0.64, -0.76, 0.37, -0.89, -0.43, 0.40, 0.39, 0.34, -0.77, 0.37, 0.32, -0.60, 0.34, 0.54, -0.70, -0.35, 0.91, 0.49, 0.36, 0.54, 0.45, 0.35, 0.38, -0.48, -0.33, 0.52, -0.61, -0.77, 0.43, 0.37, -0.69, 0.67, -0.10, -0.61, 0.36, -0.68, 0.21, 0.22, -0.40, -0.97, 0.06, -0.09, -0.19, 0.19, 0.15, 0.18, 1.48, -0.01, -1.35, 0.26, 0.11, -0.23, -0.25, -0.22, 0.09, -0.47, -0.47, -0.35, -0.32, 0.13, 0.40, 1.53, 0.30, 0.39, 0.17, -0.14, -1.04, 0.46, 0.54, 0.38, 0.00, 0.75, 0.40, -0.88, -0.39, -0.33, -0.01, -0.80, -0.20, -0.76, -0.39, 1.11, 0.35, -0.78, 0.11, -0.69, 0.21]
}